1.
14
Properties=species:S:1:pos:R:3:nbo_charge:R:1 method="wB97M-V/def2-TZVPD" e_lumo_ev=0.91 total_charge=0 orbital_gap_ev=10.497
C 0.84033 0.52432 -0.31474 -0.498
C 0.99009 -0.80079 0.35696 -0.061
O -0.23489 -1.47539 0.63092 -0.533
C -1.35563 -0.85386 0.02668 0.220
O -1.52345 0.47132 0.43008 -0.531
C -0.42999 1.34430 0.07877 -0.071
H 1.98296 0.63000 -0.25129 0.248
H 0.80806 0.40221 -1.39507 0.204
H 1.95136 -1.05036 -0.32895 0.156
H 1.52581 -0.82250 1.29973 0.182
H -2.24982 -1.40144 0.34955 0.187
H -1.24601 -0.92616 -1.06339 0.130
H -0.29126 1.98913 0.94541 0.191
H -0.76758 1.96923 -0.76466 0.178

2.
18
Properties=species:S:1:pos:R:3:nbo_charge:R:1 method="wB97M-V/def2-TZVPD" e_lumo_ev=0.63 total_charge=0 orbital_gap_ev=9.083
C -1.17660 -1.43296 -0.03967 -0.461
C 0.24216 -0.69993 -0.26133 -0.246
C 1.39471 1.26197 -0.04608 0.091
C -1.71286 -0.00980 0.27646 -0.236
H -1.30093 -1.96269 1.02963 0.245
H -1.49258 -1.67777 -1.07877 0.234
H 0.45100 -0.09705 0.50251 0.197
H 0.21486 -0.34729 -1.29791 0.199
H 2.00901 -1.32805 -1.18630 0.342
H 2.75410 -0.11186 1.34934 0.377
H 1.92263 2.14195 0.01742 0.198
H -1.81406 1.94975 -0.09294 0.363
H -2.83259 0.48199 0.00656 0.199
H -1.63339 0.13104 1.41454 0.181
N 1.58690 -1.23258 -0.19010 -0.440
N 2.24473 0.03115 0.13777 -0.518
N 0.14864 1.73159 -0.08561 -0.277
N -1.00575 1.17051 -0.45550 -0.449

3.
67
Properties=species:S:1:pos:R:3:nbo_charge:R:1 method="wB97M-V/def2-TZVPD" e_lumo_ev="-6.55 / -8.17" s_squared=0.7542 total_charge=+2 multiplicity=2 orbital_gap_ev="7.280 / 5.658"
Pb -1.64606 -3.29297 0.73032 1.305
O -0.70557 -5.29957 0.56055 -0.680
N 0.51476 -5.46674 0.03524 0.019
C 0.97991 -6.73616 0.03609 0.045
C 2.20910 -7.03142 -0.47996 -0.228
C 2.98008 -6.00110 -1.01375 -0.129
C 2.48526 -4.71762 -1.01316 -0.225
C 1.22560 -4.43566 -0.48096 0.056
S 0.59317 -2.81195 -0.48426 -0.310
H 0.30320 -7.45702 0.46788 0.255
H 2.55256 -8.05492 -0.46943 0.258
H 3.95844 -6.20597 -1.42563 0.249
H 3.05199 -3.89752 -1.42850 0.245
N -1.08738 -5.46610 6.98742 -0.201
C -0.73712 -4.72705 6.18297 0.226
C -0.31214 -3.80093 5.16608 -0.165
C 0.57433 -2.76740 5.44447 -0.084
C 0.95294 -1.92048 4.41644 -0.237
C 0.42684 -2.12212 3.15469 0.066
N -0.43949 -3.10669 2.89208 -0.524
C -0.79759 -3.93466 3.87277 0.090
H 0.95939 -2.63901 6.44722 0.257
H 1.65647 -1.11880 4.58882 0.247
H 0.71644 -1.50257 2.31384 0.216
H -1.48040 -4.73943 3.62491 0.228
C -3.35549 1.43486 2.19829 -0.262
O -2.17284 1.67740 1.37828 -0.506
C -1.51272 0.64904 0.85692 0.785
O -1.81202 -0.50625 1.02358 -0.620
C -0.29039 1.03854 0.07126 -0.337
C 0.49618 2.06522 0.42757 -0.416
As -0.56568 3.68314 0.56445 1.508
C 0.51670 5.24742 0.87602 -0.953
C -1.03486 3.56960 -1.32430 -0.479
C -0.92858 2.53050 -2.15405 -0.299
As -0.16442 0.64712 -1.83929 1.005
C -1.91500 -0.18879 -2.10849 -0.944
C -1.61669 2.55665 -3.49730 0.739
O -2.81413 2.56824 -3.54142 -0.528
O -0.86910 2.50739 -4.59217 -0.483
C 0.56561 2.66542 -4.54032 -0.272
C -1.90747 4.80782 -1.35384 0.782
O -2.38538 5.04973 -0.25031 -0.558
O -2.13819 5.59686 -2.35503 -0.428
C -1.48018 5.49539 -3.63675 -0.263
C 1.82717 2.27311 -0.25922 0.747
O 2.12202 3.26390 -0.87655 -0.595
O 2.59992 1.21955 -0.05486 -0.483
C 3.91533 1.27817 -0.66417 -0.264
H -3.29759 2.13503 3.02434 0.221
H -3.35284 0.40924 2.55006 0.217
H -4.22882 1.63449 1.58477 0.220
H 0.92619 5.18478 1.88159 0.269
H -0.12124 6.12257 0.78691 0.279
H 1.30522 5.22870 0.12417 0.287
H -2.71304 0.36074 -1.61453 0.240
H -1.87480 -1.21479 -1.75157 0.240
H -2.10802 -0.20177 -3.18058 0.267
H 0.83247 3.27581 -5.39740 0.230
H 1.03416 1.68830 -4.62745 0.207
H 0.88888 3.15990 -3.62347 0.194
H -1.38079 6.51700 -3.98658 0.235
H -2.11127 4.93316 -4.31756 0.225
H -0.49475 5.04684 -3.52574 0.180
H 4.28343 0.25903 -0.65067 0.213
H 4.55524 1.92715 -0.07152 0.212
H 3.84308 1.65763 -1.67920 0.208

4.
21
Properties=species:S:1:pos:R:3:nbo_charge:R:1 method="wB97M-V/def2-TZVPD" e_lumo_ev=-9.04 total_charge=+1 orbital_gap_ev=4.736
C -1.12666 -0.19409 -1.51765 -0.608
C 0.09724 -0.23873 -0.59651 -0.078
C 1.02388 0.96779 -0.87887 -0.414
C 2.00484 1.12998 0.28925 -0.699
S 2.56538 -0.38516 0.94577 0.552
N -0.19337 -0.11997 0.83880 -0.570
H -1.64155 0.73622 -1.30463 0.231
H -1.70984 -1.10275 -1.41030 0.239
H -0.68411 -0.15017 -2.51324 0.238
H 0.76726 -1.07529 -0.79539 0.235
H 1.55658 0.72422 -1.80320 0.234
H 0.45604 1.88532 -1.02747 0.244
H 1.41403 1.70705 1.04434 0.334
H 2.82095 1.83245 0.07012 0.336
H 5.08383 -3.13077 2.04454 -0.030
H -0.95991 -0.63906 1.24482 0.414
H 5.76237 -3.41353 1.92514 0.031
H 0.66381 -0.31012 1.38272 0.310
H -5.59584 0.63399 1.37785 0.468
H -6.60925 0.67494 0.23465 0.479
O -5.69570 0.46766 0.44926 -0.946

5.
111
Properties=species:S:1:pos:R:3:mulliken_charge:R:1 method="wB97M-V/def2-TZVPD" e_lumo_ev="2.16 / 2.08" s_squared=3.8280 total_charge=-1 multiplicity=4 orbital_gap_ev="5.688 / 5.518"
Co 0.50558 -0.88414 0.20317 0.862
C 0.58058 -4.92547 -5.73338 -1.474
C 0.21237 -4.61598 -4.30783 1.071
C 1.06709 -3.85700 -3.50703 -0.658
C 0.72492 -3.52018 -2.20985 -0.023
C -0.49295 -3.95372 -1.69247 -0.752
C -1.34594 -4.72480 -2.46138 -0.530
C -0.99014 -5.05168 -3.76547 -0.914
S -0.98965 -3.36578 -0.08466 1.423
O 0.23148 -3.29044 0.70394 -0.759
O -2.02708 -4.25779 0.38550 -0.796
N -1.41924 -1.86806 -0.33496 0.038
C -2.72467 -1.46542 -0.63813 0.557
C -3.82342 -2.29226 -0.85619 -1.025
C -5.12969 -1.78595 -0.91055 -0.945
C -5.37253 -0.44845 -0.69368 -1.010
C -4.28714 0.41732 -0.50514 1.190
C -4.43299 1.82748 -0.20284 -1.615
C -3.39907 2.55239 0.25855 -1.338
C -2.10611 1.79309 0.45344 1.828
N -1.92036 0.82400 -0.53002 0.503
C -2.96123 -0.05735 -0.59123 -1.313
H 1.63681 -5.18495 -5.82039 0.350
H 0.40459 -4.05942 -6.37683 0.249
H -0.00749 -5.75604 -6.12534 0.391
H 2.01594 -3.51703 -3.90890 0.440
H 1.39203 -2.91702 -1.59854 0.349
H -2.27990 -5.07161 -2.03827 0.483
H -1.66018 -5.65579 -4.36782 0.350
H -3.68486 -3.36245 -0.88833 0.381
H -5.95135 -2.47524 -1.06428 0.364
H -6.38492 -0.06012 -0.65347 0.417
H -5.40877 2.28877 -0.32073 0.412
H -3.52505 3.59177 0.53560 0.403
H -0.13553 2.32074 0.93210 -1.167
C -0.22776 2.64145 -1.06112 -2.595
N -0.82790 2.74873 0.30653 1.697
C -1.99318 1.17597 1.87007 -2.218
P -0.52910 0.02779 2.05258 2.694
C 0.48482 1.08795 3.15992 -0.181
C 0.07655 1.52222 4.42266 -0.402
C 0.83600 2.44203 5.12772 -0.939
C 2.01482 2.94222 4.57855 -0.920
C 2.44186 2.50190 3.33604 -0.203
C 1.68349 1.56892 2.63391 0.435
C -1.18509 -1.24700 3.17624 0.699
C -2.44514 -1.81146 3.00915 -0.333
C -2.82957 -2.90704 3.76975 -0.628
C -1.96199 -3.45082 4.70307 -0.692
C -0.69338 -2.90761 4.85956 -0.645
C -0.30441 -1.82176 4.09347 -0.867
C -1.00747 4.11465 0.78312 0.311
C -0.71372 4.39372 2.10845 0.182
C -0.89149 5.68530 2.58316 -1.048
C -1.35499 6.68235 1.74001 -0.584
C -1.63916 6.38979 0.41248 -0.844
C -1.46562 5.10446 -0.07365 -0.119
P 0.40457 0.90910 -1.27245 4.026
C -0.04538 0.60802 -3.02079 0.184
C 0.34010 1.46523 -4.04929 -0.737
C 0.03186 1.16596 -5.36806 -0.748
C -0.65870 -0.00149 -5.67143 -0.787
C -1.03995 -0.86312 -4.65401 -1.146
C -0.73659 -0.55795 -3.33301 -0.257
C 2.21217 1.18279 -1.45960 0.370
C 2.92632 2.21992 -1.01969 -1.590
C 4.39972 2.11574 -0.76777 0.091
C 4.86830 0.71736 -0.41871 -0.639
C 4.30778 -0.39134 -1.34747 -0.278
C 2.81275 -0.19129 -1.65446 -1.018
H 0.55617 3.39451 -1.11377 0.770
H -1.00617 2.83307 -1.79375 0.445
H -2.90119 0.57309 1.94601 0.773
H -2.04404 1.90912 2.68056 0.934
H -0.84231 1.13490 4.84926 0.470
H 0.51283 2.77243 6.10773 0.404
H 2.60265 3.66563 5.13064 0.404
H 3.36498 2.86890 2.90162 0.309
H 2.02828 1.18829 1.67458 -0.762
H -3.12395 -1.44642 2.24623 -0.080
H -3.80379 -3.34934 3.60529 0.423
H -2.26062 -4.31187 5.28800 0.347
H 0.00344 -3.34434 5.56447 0.394
H 0.70131 -1.42917 4.19424 0.352
H -0.33679 3.61811 2.76426 0.129
H -0.65549 5.90483 3.61621 0.471
H -1.48979 7.68900 2.11386 0.392
H -1.99911 7.16496 -0.25112 0.424
H -1.69631 4.86987 -1.10333 0.433
H 0.90735 2.36233 -3.82203 0.339
H 0.34116 1.83824 -6.15969 0.424
H -0.89317 -0.23836 -6.70249 0.382
H -1.56908 -1.78199 -4.87701 0.511
H -1.02216 -1.23122 -2.53523 0.635
H 2.48272 3.17528 -0.75708 0.301
H 4.98756 2.48992 -1.60724 0.768
H 5.96253 0.71351 -0.39806 0.624
H 4.95451 -0.78802 -2.12681 0.257
H 2.51208 -0.58492 -2.64064 0.486
Cl 4.85784 3.25500 0.58585 -0.285
C 4.35699 -0.07684 0.77001 -0.821
C 4.54050 -0.15705 2.10783 -0.322
C 4.34995 -1.43483 2.69345 -0.749
C 4.20474 -2.59089 1.89058 -0.273
C 4.09360 -2.50428 0.53364 0.011
Cl 3.98921 -3.92097 -0.45299 -0.254
C 3.81059 -1.19465 -0.08324 0.127
N 2.41743 -1.04049 -0.52092 0.503
H 4.89351 0.67262 2.71103 0.448
H 4.41978 -1.55729 3.76687 0.437
H 4.19060 -3.56479 2.36369 0.400

6.
13
Properties=species:S:1:pos:R:3:nbo_charge:R:1 method="wB97M-V/def2-TZVPD" e_lumo_ev=1.02 total_charge=0 orbital_gap_ev=11.393
C -1.65421 0.52723 0.51742 -0.372
C -0.32026 0.64401 -0.27996 -0.442
C 0.47800 -0.61078 -0.32182 0.034
C 1.88513 -0.53564 -0.17608 -0.105
H -1.38087 0.54193 1.68249 0.228
H -2.41388 1.35960 0.32072 0.228
H 0.23598 1.44712 0.21096 0.212
H -0.47674 0.89673 -1.30951 0.218
H 0.02322 -1.39357 -0.77946 0.203
H 2.44227 -1.24489 -0.79125 0.186
H 2.26366 0.47820 0.04960 0.180
O 1.14256 -1.02722 0.91291 -0.496
Cl -2.22485 -1.08271 -0.03602 -0.074

7.
10
Properties=species:S:1:pos:R:3:nbo_charge:R:1 method="wB97M-V/def2-TZVPD" e_lumo_ev=0.62 total_charge=0 orbital_gap_ev=9.010
C 0.80912 -0.71788 -0.19628 -0.121
O -0.42566 -1.16262 -0.61371 -0.800
P -1.52242 -0.08009 -1.01560 0.637
S 0.79929 2.16568 1.21675 -0.129
S 0.74445 0.17606 1.56537 -0.034
H 1.22165 0.05694 -0.77801 0.190
H 1.54545 -1.65232 -0.01201 0.227
H -2.69247 -0.58924 -0.25719 -0.045
H -1.99332 -0.60157 -2.23009 -0.062
H 1.51392 2.40503 2.32077 0.136

8.
14
Properties=species:S:1:pos:R:3:nbo_charge:R:1 method="wB97M-V/def2-TZVPD" e_lumo_ev=-1.07 total_charge=0 orbital_gap_ev=9.060
O -0.25155 -0.82606 0.30232 -0.692
C -0.32206 -1.18197 -1.05799 0.936
O -1.21594 -1.89208 -1.46403 -0.618
O 0.65145 -0.63414 -1.67015 -0.825
C -1.39123 -0.21643 0.93890 -0.105
H -2.10229 0.08937 0.15821 0.203
H -1.87631 -0.93944 1.60844 0.204
C -0.84894 1.00402 1.69093 -0.092
H -0.34166 0.64456 2.60977 0.153
H -1.72489 1.59103 2.02757 0.175
O 3.14501 2.03488 -0.72812 -0.363
O 0.00922 1.75804 0.89873 -1.022
C 2.22956 1.44687 -0.45392 0.451
Be 0.71714 0.54831 -0.07177 1.594

9.
10
Properties=species:S:1:pos:R:3:nbo_charge:R:1 method="wB97M-V/def2-TZVPD" e_lumo_ev=-1.64 total_charge=0 orbital_gap_ev=5.263
H -1.50514 0.20386 -1.26191 0.077
O 1.01811 -1.16892 0.65245 -0.978
C -0.23442 -1.13442 0.14358 -0.124
C -0.64564 0.24016 -0.33555 0.573
O -0.72405 1.18440 0.43276 -0.786
Ag 2.97052 0.03613 0.61614 0.912
H -1.02415 -1.42240 0.88520 0.149
H -0.46821 -1.80410 -0.71884 0.121
F 1.96425 0.98035 -1.12725 -0.927
Li -1.35126 2.88494 0.71342 0.983

10.
16
Properties=species:S:1:pos:R:3:nbo_charge:R:1 method="wB97M-V/def2-TZVPD" e_lumo_ev="-6.13 / -3.76" total_charge=+1 orbital_gap_ev="6.477 / 10.859"
C -1.85663 -0.68446 -0.32638 -0.416
C -0.49909 -0.64765 -1.06020 -0.477
C -1.21386 -0.21615 0.93499 -0.094
C 0.07997 -0.28566 0.29517 0.268
C 3.23594 0.28001 0.27735 -0.402
N -0.58666 1.01485 0.47515 -0.572
H -2.63938 0.05422 -0.63328 0.233
H -2.51838 -1.57237 -0.21342 0.279
H -0.34918 -1.64371 -1.56646 0.275
H -0.41177 0.12380 -1.83270 0.235
H -1.55965 -0.26638 1.96304 0.270
H 3.54238 -0.56592 0.92253 0.193
H 3.20643 1.24977 0.64467 0.170
H 2.75451 -0.00199 -0.63304 0.168
H -1.13129 1.54819 -0.23572 0.429
H -0.05334 1.61344 0.98829 0.440

11.
17
Properties=species:S:1:pos:R:3:nbo_charge:R:1 method="wB97M-V/def2-TZVPD" e_lumo_ev=-4.26 total_charge=+1 orbital_gap_ev=10.517
C -1.84146 -2.89701 0.53712 1.052
C 2.70690 0.18139 -1.59680 0.092
C -1.50896 0.74535 0.41006 -0.124
C -0.37168 1.18238 1.33500 -0.101
N 1.49075 0.44749 -1.42368 -0.679
O -1.01492 -2.26701 1.05294 -0.577
O -2.64786 -3.45528 -0.05504 -0.443
O -0.95642 -0.13098 -0.60327 -0.808
O 0.74591 0.23120 1.02463 -0.823
P 0.48667 -0.74000 -0.21252 1.644
H 3.20097 -0.76360 -1.11165 0.224
H 3.40013 0.87100 -2.12732 0.225
H -2.45750 0.33867 0.86677 0.229
H -1.87055 1.82943 -0.01494 0.218
H 0.08585 2.12017 1.20939 0.214
H -0.70950 0.89191 2.37825 0.234
H 1.26168 1.41488 -1.66893 0.424

12.
8
Properties=species:S:1:pos:R:3:nbo_charge:R:1 method="wB97M-V/def2-TZVPD" e_lumo_ev="-1.91 / -1.91" total_charge=0 orbital_gap_ev="6.656 / 6.642"
C -0.80653 -0.98236 0.33377 -0.773
S 0.83850 -0.44758 0.94234 0.244
S 0.64203 1.41825 1.33734 -0.012
S 0.59799 2.43605 -1.24594 -0.308
I 1.93244 0.75901 -2.16075 0.120
H -0.80676 -2.05350 0.51058 0.229
H -0.82303 -0.72249 -0.76680 0.251
H -1.57463 -0.40737 1.04947 0.251

It is found that the energy above the lowest of the compared OMol25 structures with the same formula, charge and spin values, taken in the order of the records, are 320.28, 987.63, 0.00, 605.82, 207.84, 201.94, 276.02, 0.00, 0.00, 646.15, 0.00, 108.82 kJ/mol.
It is found that the E values, taken in the order of the records, are -307.5904, -377.0706, -6871.5937, -688.5320, -5838.2268, -691.9690, -1254.0120, -545.8440, -482.7314, -250.7592, -853.4539, -1532.1165 hartree.